C27H48Br3Cl2F6IN2O9PS3 | ωB97M-V/def2-TZVPD

Cartesian coordinates (Å):
C (5.31, 2.41, -0.59)
C (4.70, 1.65, -1.77)
C (3.47, 2.39, -2.31)
O (2.31, 1.60, -2.04)
C (1.12, 2.30, -2.32)
C (-0.07, 1.32, -2.64)
C (-0.77, 1.89, -3.92)
Br (-1.37, 0.70, -5.31)
C (-1.08, 3.19, -4.11)
C (-0.88, 4.34, -3.16)
Br (-1.93, 3.82, -5.68)
N (0.63, 0.00, -2.77)
C (1.35, -0.29, -3.94)
F (0.81, -1.23, -4.73)
F (1.54, 0.83, -4.65)
F (2.59, -0.75, -3.68)
C (0.59, -1.00, -1.73)
Cl (-0.70, -2.25, -2.30)
C (1.92, -1.78, -1.50)
C (2.14, -3.10, -2.21)
O (1.57, -4.12, -1.44)
C (3.69, -3.36, -2.28)
F (4.35, -2.78, -1.24)
F (4.22, -2.91, -3.44)
F (3.95, -4.69, -2.21)
C (0.14, -0.57, -0.29)
C (-0.24, -1.86, 0.48)
C (0.12, -2.10, 1.95)
C (1.60, -2.42, 2.22)
C (1.99, -2.23, 3.69)
O (3.22, -1.56, 3.84)
P (1.31, 0.78, 0.47)
O (2.72, -0.02, 0.40)
Br (1.16, 0.89, 2.71)
N (-1.17, 0.18, -0.50)
I (-2.16, 0.73, 1.30)
C (-1.22, 1.32, -1.54)
O (-1.09, 2.51, -0.81)
C (-2.68, 1.28, -2.03)
C (-3.20, 0.05, -2.77)
C (-4.12, -0.81, -1.89)
C (-4.37, -2.19, -2.52)
S (-4.54, -3.50, -1.33)
O (-5.30, -4.55, -1.92)
O (-3.24, -3.83, -0.83)
Cl (-5.65, -2.64, 0.13)
H (6.21, 1.93, -0.23)
H (4.58, 2.46, 0.23)
H (5.51, 3.43, -0.89)
H (5.42, 1.61, -2.58)
H (4.42, 0.64, -1.49)
H (3.34, 3.34, -1.79)
H (3.55, 2.56, -3.39)
H (0.91, 3.00, -1.51)
H (1.30, 2.90, -3.21)
H (-1.65, 4.33, -2.40)
H (-1.06, 5.26, -3.70)
H (0.11, 4.46, -2.75)
H (2.72, -1.09, -1.67)
H (2.03, -2.01, -0.45)
H (1.83, -3.12, -3.25)
H (1.19, -4.79, -2.01)
H (0.19, -2.73, 0.01)
H (-1.31, -2.07, 0.39)
H (-0.40, -3.03, 2.17)
H (-0.31, -1.41, 2.67)
H (2.28, -1.89, 1.56)
H (1.73, -3.47, 1.99)
H (1.21, -1.67, 4.20)
H (2.06, -3.20, 4.18)
H (3.07, -0.68, 4.19)
H (3.39, 0.66, 0.38)
H (-1.84, -0.53, -0.81)
H (-1.91, 3.00, -0.86)
H (-2.92, 2.21, -2.55)
H (-3.32, 1.35, -1.15)
H (-3.81, 0.39, -3.61)
H (-2.44, -0.59, -3.20)
H (-5.07, -0.31, -1.73)
H (-3.68, -0.98, -0.90)
H (-3.54, -2.51, -3.13)
H (-5.25, -2.18, -3.15)
C (-6.37, 1.69, 2.89)
S (-6.82, 2.39, 1.29)
O (-5.57, 2.45, 0.48)
C (-7.12, 4.06, 1.89)
H (-6.10, 0.65, 2.73)
H (-5.52, 2.24, 3.30)
H (-7.22, 1.75, 3.56)
H (-6.22, 4.44, 2.37)
H (-7.95, 4.04, 2.59)
H (-7.37, 4.68, 1.04)
C (4.42, -0.34, 8.54)
S (3.94, -1.13, 7.00)
O (3.25, -0.07, 6.20)
C (2.65, -2.15, 7.71)
H (5.20, 0.39, 8.31)
H (3.56, 0.17, 8.98)
H (4.81, -1.09, 9.22)
H (1.91, -1.52, 8.20)
H (3.09, -2.85, 8.42)
H (2.18, -2.70, 6.90)

Computed properties:
**ΔE to the lowest compared entry with this formula, charge and spin**: 44.67 kJ/mol
**LUMO energy**: -4.57 eV
**Total charge**: +1
**HOMO energy**: -10.68 eV
**HOMO-LUMO gap**: 0.22447 Ha

Here are the Löwdin charges for atoms 1 to 2, given in e: -0.09 -0.20

C27H48FO10P | ωB97M-V/def2-TZVPD

Cartesian coordinates (Å):
C (0.11, -4.09, 2.90)
C (1.02, -5.13, 2.26)
C (0.18, -6.17, 1.51)
C (2.15, -4.44, 1.44)
C (2.34, -4.81, -0.03)
P (1.31, -3.68, -1.15)
C (0.29, -2.45, -2.23)
C (0.30, -1.07, -1.63)
F (-0.26, -1.15, -0.33)
H (-0.63, -4.55, 3.57)
H (-0.44, -3.53, 2.14)
H (0.68, -3.37, 3.49)
H (1.51, -5.68, 3.07)
H (-0.49, -5.69, 0.79)
H (0.79, -6.90, 0.98)
H (-0.44, -6.73, 2.21)
H (1.96, -3.35, 1.48)
H (3.09, -4.58, 1.98)
H (3.38, -4.61, -0.34)
H (2.17, -5.87, -0.22)
H (0.11, -4.09, -0.50)
H (1.75, -4.37, -2.31)
H (2.09, -2.59, -0.68)
H (-0.74, -2.81, -2.32)
H (0.72, -2.40, -3.24)
H (-0.29, -0.33, -2.18)
H (1.32, -0.69, -1.50)
O (1.88, -9.64, 1.08)
C (0.89, -9.93, 0.49)
O (-0.33, -9.45, 0.84)
C (-1.36, -9.99, 0.00)
C (-0.64, -10.45, -1.27)
C (0.73, -10.82, -0.73)
H (-1.83, -10.83, 0.53)
H (-2.10, -9.21, -0.16)
H (-1.16, -11.26, -1.77)
H (-0.55, -9.61, -1.96)
H (0.77, -11.86, -0.38)
H (1.56, -10.66, -1.41)
O (0.08, 4.63, 0.01)
C (-0.35, 3.70, 0.64)
O (-1.61, 3.70, 1.13)
C (-1.85, 2.50, 1.89)
C (-0.82, 1.49, 1.39)
C (0.34, 2.40, 1.01)
H (-1.71, 2.74, 2.95)
H (-2.88, 2.21, 1.72)
H (-0.56, 0.74, 2.13)
H (-1.20, 0.98, 0.50)
H (1.01, 2.60, 1.85)
H (0.95, 2.05, 0.18)
O (-3.39, 6.60, -5.01)
C (-2.77, 6.48, -3.99)
O (-3.13, 5.56, -3.06)
C (-2.29, 5.69, -1.89)
C (-1.02, 6.38, -2.38)
C (-1.57, 7.25, -3.51)
H (-2.82, 6.28, -1.15)
H (-2.13, 4.69, -1.49)
H (-0.52, 6.93, -1.58)
H (-0.32, 5.64, -2.76)
H (-1.92, 8.21, -3.14)
H (-0.87, 7.42, -4.33)
O (-1.02, 11.00, -2.51)
C (-2.19, 11.21, -2.42)
O (-3.10, 10.21, -2.46)
C (-4.44, 10.74, -2.42)
C (-4.30, 12.12, -1.79)
C (-2.91, 12.53, -2.25)
H (-4.82, 10.78, -3.44)
H (-5.05, 10.04, -1.84)
H (-5.09, 12.80, -2.09)
H (-4.32, 12.04, -0.70)
H (-2.93, 13.02, -3.23)
H (-2.36, 13.17, -1.57)
O (3.19, 0.06, 1.64)
C (3.72, -0.57, 2.52)
O (3.65, -0.18, 3.81)
C (4.43, -1.06, 4.64)
C (4.55, -2.36, 3.85)
C (4.53, -1.84, 2.41)
H (5.40, -0.59, 4.81)
H (3.91, -1.16, 5.59)
H (5.44, -2.93, 4.11)
H (3.67, -2.99, 4.03)
H (5.52, -1.58, 2.04)
H (4.06, -2.52, 1.70)

Computed properties:
**LUMO energy**: 0.59 eV
**Total charge**: 0
**HOMO energy**: -8.22 eV
**HOMO-LUMO gap**: 0.32398 Ha

Here are the Löwdin charges for atoms 1 to 2, given in e: -0.09 -0.42